Computed, not measured: a cluster of 2 separate species, C4H10O2 in total, with the ωB97M-V functional and the def2-TZVPD basis.

Values from the calculation:
E_tot   -308.82453 a.u.
SMILES   C[C@H]1CO1.CO
ΔE to the lowest compared entry with this formula, charge and spin   2.004 eV
Highest occupied orbital energy   -9.83 eV
Gap between HOMO and LUMO   10.867 eV
Net charge   0
Lowest unoccupied orbital energy   1.035 eV

```
16
C4H10O2, DFT the ωB97M-V functional and the def2-TZVPD basis
C 2.05315 1.37342 0.62889
O 0.85617 1.19275 1.34665
C -1.02223 -0.74948 -0.93521
C -0.10480 -1.59336 -0.09284
C -2.13938 -0.00795 -0.35150
O -0.95116 0.67051 -0.75176
H 2.41037 0.44268 0.15820
H 1.95456 2.13377 -0.15883
H 2.82030 1.71099 1.33222
H -1.09963 -1.02613 -1.98751
H 0.89592 -1.64204 -0.53545
H -0.49392 -2.61449 -0.02430
H -0.00928 -1.17121 0.91223
H -3.01917 0.22455 -0.94791
H -2.30051 -0.06257 0.72427
H 0.14963 1.11854 0.68286
```